Molecular formula: C45H116N4O15
Method: DFT, ωB97M-V/def2-TZVPD

The energy above the lowest of the compared OMol25 structures with the same formula, charge and spin comes out at 0.380 eV. The total energy comes out at -3131.41691 Ha. The lowest unoccupied orbital energy (spin up / spin down) comes out at 2.01 / 1.99 eV. The calculation puts the HOMO-LUMO gap (spin up / spin down) at 1.41 / 8.73 eV. As for the net charge: -1. For the HOMO energy (spin up / spin down), the calculation gives 0.02223 / -0.24765 hartree. Its spin multiplicity is 2.

XYZ file:
```
180
C45H116N4O15, DFT ωB97M-V/def2-TZVPD
O -3.74174 -0.15125 -5.40853
O -8.90396 3.27012 -0.21670
O 0.94631 -0.58016 6.91733
O 6.44156 3.88839 0.94513
O -5.76162 -2.26324 3.37238
O 1.63391 -5.17741 -0.20592
O -1.87869 1.77130 3.92411
O 5.59342 4.09256 -4.81665
O 3.10239 1.43402 2.56659
O 4.26836 -6.10958 -4.56125
O 0.16609 0.93789 0.42717
O 4.68573 -1.23854 -5.11710
O -4.60366 0.92837 0.19698
O -1.04428 -3.03635 1.14046
O 2.01920 -1.67350 -4.05786
N -7.44316 1.20881 1.05491
N -0.69572 1.96991 6.50485
N 2.68236 -3.99733 -2.61052
N -2.72450 -2.66099 3.53170
C 2.79560 -3.39372 -1.27339
C -9.60666 2.27080 0.51523
C 2.37874 -0.51879 7.07029
C 0.56996 -0.19710 -5.08516
C -1.82310 2.82595 6.12765
C -8.75411 0.99054 0.54492
C -2.86675 0.76606 -3.34454
C -9.60444 4.50257 -0.35702
C 0.23272 0.22262 7.85250
C 5.06591 -0.08436 -4.43619
C -1.52162 -1.90021 3.29101
C 1.68543 0.39934 -1.24818
C 1.64730 -3.75472 -0.35920
C 0.37848 1.17652 -0.92320
C -0.22318 -2.36155 -4.02855
C 0.44783 -5.69551 0.47140
C -6.67572 -0.00652 1.08238
C -3.51333 1.77642 0.56468
C 3.90273 -3.98884 -3.27218
C 1.52525 0.46793 4.02761
C -5.01217 -2.35690 4.56074
C -2.66356 2.16879 4.98025
C -5.27999 0.31920 1.33122
C 5.90409 2.65106 1.32108
C -3.13082 1.02403 -4.84117
C -4.04248 2.15090 -5.09022
C 3.67421 5.53164 -4.68477
C -3.62444 -1.82745 4.40310
C 5.24204 2.04174 0.07363
C 0.86505 -1.64615 -4.81308
C 4.12941 3.49112 -3.12292
C 5.23400 -0.47172 -3.01203
C -1.45188 2.84025 3.06258
C -1.12112 -1.90477 0.21364
C -1.10480 0.83996 7.35030
C 2.78797 0.28429 3.21825
C 2.72065 -0.84314 2.13139
C 7.03237 1.78343 1.74268
C 6.23567 0.59601 -5.12271
C 4.61543 -6.82835 -5.73180
C 3.96403 -4.72249 -4.69854
C 4.74680 4.69413 -3.90271
C 0.63237 2.67860 -1.17046
C -7.04979 -2.98690 3.47673
C -0.53955 -2.74524 2.45902
H 5.34334 5.35072 -3.26938
H -0.25348 3.21790 -0.83505
H 2.21029 -4.88513 -2.51534
H 4.89570 1.03633 0.31300
H -4.74365 -0.62189 1.45280
H 0.62154 0.41397 -4.18403
H 5.68074 0.26226 -2.34135
H -6.75940 -4.03173 3.58679
H 7.11515 -0.04231 -5.20734
H -0.67249 3.45615 3.51125
H 6.69096 0.75996 1.89772
H -4.97255 1.99864 -4.54259
H -2.37062 3.12012 7.02307
H -0.44742 0.76298 -1.50197
H 1.50182 3.12117 -0.68438
H 5.52301 -6.45214 -6.20391
H 0.72297 0.63596 3.30913
H 1.48371 1.27305 4.76120
H -10.58180 2.06090 0.07576
H -3.41201 2.89268 4.65791
H -4.85529 -3.37890 4.90570
H -3.18460 1.31340 5.41029
H -0.45000 1.48848 5.65165
H 2.08608 -2.56448 -3.70677
H 4.40854 2.65361 -0.27130
H 0.46571 -2.32545 2.42249
H 3.75185 -1.35320 -4.92649
H 3.58248 -0.81644 1.46459
H -3.09812 -3.10585 2.70550
H 1.25972 -0.41810 4.60428
H 2.87380 5.86528 -4.02435
H 0.80488 1.09108 8.17888
H 0.70883 -3.46524 -0.83203
H -3.63947 -0.80456 4.02686
H 4.27601 -0.74490 -2.56962
H 2.51916 0.57346 -0.56798
H -1.90084 -1.17393 0.42813
H 3.84254 2.61208 -3.70004
H -1.77361 -0.95971 2.80106
H -2.79232 2.02672 -0.21352
H 0.97932 1.05929 0.92268
H 5.18129 2.70310 2.13530
H 4.68214 -4.48509 -2.69395
H 3.33146 3.87319 -2.48621
H -9.60273 2.65638 1.53474
H -6.77458 -0.64948 0.20777
H 3.03747 -4.69861 -5.27213
H -1.44818 -2.32913 -0.73560
H -1.77381 1.18608 8.13817
H 1.53415 -0.67940 -1.20898
H -7.68299 -2.83588 2.60246
H -0.12400 -1.56789 -0.06986
H 1.06678 -2.22547 -5.71407
H -0.40362 -0.04037 -5.54958
H -2.24518 3.54426 2.81131
H 0.08219 -0.36868 8.75570
H -9.29542 0.28745 1.17796
H 2.72398 0.50690 6.94036
H -9.11593 5.09551 -1.13025
H -4.18811 2.33762 -6.15419
H 0.41450 -5.36180 1.50852
H -3.54871 3.06949 -4.77322
H -1.21451 -2.26688 -4.47172
H -1.37434 3.75920 5.78743
H 4.24189 0.62911 -4.42864
H -5.16071 0.87259 2.26269
H 0.63374 2.78496 -2.25526
H -1.09819 2.43391 2.11500
H 3.26486 2.13921 3.19737
H -5.48134 -1.70131 5.29434
H -0.34758 -3.72126 2.90469
H 4.79945 3.13196 -2.34180
H -0.47300 -5.31793 0.02684
H -2.22170 1.54162 -2.93162
H 0.40052 -6.78426 0.44973
H -7.06100 -0.56777 1.93364
H -3.85600 2.76174 0.88061
H 1.80795 -0.71596 1.54924
H 7.43839 2.21628 2.65696
H -2.90327 1.39311 1.38260
H -7.61203 -2.70175 4.36592
H 3.15916 4.99107 -5.47889
H 3.84295 -6.92155 -6.49514
H 2.94416 -1.08312 6.32871
H 5.84305 4.75735 -5.46266
H 4.19662 6.32998 -5.21189
H -10.64320 4.44747 -0.68266
H 1.28248 0.15134 -5.83281
H 7.20473 3.73535 0.38322
H -0.95716 -1.62063 4.18056
H -0.07009 -3.42844 -3.86601
H -4.44744 -0.42701 -4.81901
H -3.76563 0.80467 -2.72921
H 2.72614 -0.70207 8.08706
H 1.65491 -3.29336 0.62831
H -1.58076 0.06795 6.74569
H 5.86602 -1.35664 -2.93736
H 4.68060 -4.26533 -5.38091
H 2.81599 -1.84923 2.53982
H 1.97108 0.70491 -2.25472
H -2.14305 1.20893 -5.26335
H -2.31808 -0.16177 -3.18271
H 3.68481 0.13099 3.81847
H 5.90834 1.99180 -0.78756
H 4.20321 -2.94960 -3.40565
H 3.06735 -2.34045 -1.20373
H 7.81260 1.67169 0.98978
H -0.32837 -1.79803 -3.10147
H 3.67692 -3.86818 -0.84182
H -3.17944 -1.68353 5.38767
H -6.94088 1.89463 0.50950
H -8.66165 0.49425 -0.42113
H 5.98716 0.83982 -6.15562
H -9.58644 5.14853 0.52076
H 6.51506 1.50027 -4.58202
H 4.95798 -7.80155 -5.38015
```

Mulliken atomic charge list, values in e, 2 entries: O -0.574; O -0.247

=====

Molecular formula: C14H23F3N2O8PS2
Method: DFT, ωB97M-V/def2-TZVPD

The energy above the lowest of the compared OMol25 structures with the same formula, charge and spin comes out at 0.000 eV. The total energy comes out at -2695.74496 Ha. The lowest unoccupied orbital energy comes out at -5.01 eV. The calculation puts the HOMO-LUMO gap at 6.94 eV. As for the net charge: +1. For the HOMO energy, the calculation gives -0.43928 hartree.

XYZ file:
```
53
C14H23F3N2O8PS2, DFT ωB97M-V/def2-TZVPD
S -1.47352 3.46300 2.26484
S -2.40075 -1.36815 0.39976
P -1.40094 1.57832 2.03135
F -4.77893 -0.91636 1.42485
F -4.76833 -1.60754 -0.59268
F -4.24343 0.44629 -0.20862
O -2.28653 -2.46652 -0.52559
O 2.92415 0.96126 -3.67729
O -3.26367 -4.18619 3.28584
O -2.85471 0.93590 2.23527
O 0.46946 4.05958 -0.14414
O -2.01721 -1.72140 1.72534
O -0.44655 0.75615 2.97902
O 2.06697 2.84082 0.80498
N -0.80915 -0.51501 -1.44612
N 2.29479 1.44532 1.11890
C -5.32364 -5.05892 2.31936
C 0.90782 2.98638 0.15014
C -1.24743 -0.12483 -0.23448
C 4.62133 1.97717 0.51667
C 0.12556 0.15330 -2.11860
C 0.22104 1.71768 -0.32211
C 3.47039 1.07023 0.79810
C -4.65781 -4.38265 3.50381
C -4.19498 -0.79532 0.26447
C 3.58591 2.23785 -3.71515
C 4.36032 2.43044 -5.00112
C 0.67136 1.28300 -1.56486
C 3.69991 -0.41284 0.74579
C -0.78581 1.01572 0.38480
H 5.13062 1.66356 -5.10618
H 4.25228 2.32202 -2.85021
H 4.84235 3.40729 -5.02249
H 3.69573 2.34857 -5.86067
H -5.13468 -3.41605 3.70475
H 4.37016 -0.63049 -0.08069
H 5.20622 2.08818 1.43080
H -0.60517 0.99652 3.90619
H 5.27888 1.54186 -0.23398
H -6.38653 -5.21980 2.50323
H 4.14500 -0.75938 1.67887
H -3.47987 1.41810 1.67272
H -5.21907 -4.44965 1.41642
H 3.60373 0.28349 -3.75271
H 0.47412 -0.22235 -3.06999
H 2.74631 -0.91999 0.62564
H 1.44186 1.81725 -2.09703
H -1.19287 -1.37564 -1.84040
H 2.80617 2.99437 -3.62151
H -4.74760 -4.99855 4.39644
H -3.16421 -3.63350 2.50588
H -4.85316 -6.02141 2.11916
H 4.32411 2.96291 0.17323
```

Mulliken atomic charge list, values in e, 2 entries: S -0.295; S 1.448

=====

Molecular formula: C46H98F8N10O20S8
Method: DFT, ωB97M-V/def2-TZVPD

The energy above the lowest of the compared OMol25 structures with the same formula, charge and spin comes out at 0.000 eV. The total energy comes out at -7846.74967 Ha. The lowest unoccupied orbital energy comes out at -8.11 eV. The calculation puts the HOMO-LUMO gap at 1.67 eV. As for the net charge: +2. For the HOMO energy, the calculation gives -0.35921 hartree.

XYZ file:
```
190
C46H98F8N10O20S8, DFT ωB97M-V/def2-TZVPD
S 3.94618 3.76985 -8.93377
S -8.52048 7.60738 0.11986
S -3.18156 -8.62830 2.10620
S -6.25628 7.55016 1.06569
S -0.15501 2.41073 0.05927
S 2.27339 2.33804 -8.15798
S 1.12560 0.40542 0.76349
S -1.79254 -6.90931 2.30266
F -5.40824 8.74493 1.67246
F 1.81307 1.97667 -6.63863
F 5.46573 4.22610 -8.71755
F 2.37105 0.86172 1.61995
F -9.99289 8.27858 0.39189
F -3.80938 -9.68925 3.05634
F 0.05264 3.63763 -1.02155
F -1.02079 -6.20732 3.51976
O -0.63658 -7.28442 1.42201
O 4.17113 2.95120 -10.09205
O 0.42107 7.47874 8.61901
O 10.12637 -5.20601 5.23770
O 7.63370 3.38826 -2.74102
O 2.45936 1.00835 -8.77856
O 1.65755 -0.83738 0.24166
O -8.26934 7.91871 -1.29052
O -0.23073 3.16927 1.28742
O 0.08932 0.28925 1.81845
O -8.73412 6.17554 0.40262
O 3.31988 5.03061 -9.17345
O -2.70430 -5.82994 1.89266
O 1.12481 3.16426 -8.57650
O -4.27871 5.75630 -6.01635
O -6.08667 6.46105 2.05147
O -5.68874 7.33272 -0.24805
O -4.35713 -7.97233 1.71171
O -2.58113 -9.56667 1.16718
O -1.32387 1.66530 -0.33853
N 1.23423 -7.18022 -7.16312
N 5.73090 2.07536 -2.64576
N -7.84552 -1.08657 2.52580
N 10.06470 -6.52302 4.78549
N -2.26681 -7.98287 3.31306
N -5.20179 6.60247 -6.76299
N 3.71276 3.11015 -7.68156
N 0.86712 6.29381 9.29489
N 1.19274 1.78184 -0.28002
N -7.73571 8.34559 1.20456
C 11.10697 -8.46375 6.15531
C 11.40044 -8.27453 3.57162
C -0.68971 -4.43362 -5.27632
C 0.72191 3.62347 10.55679
C 8.07792 -8.08856 5.11369
C -7.03624 8.12447 -8.46761
C -7.78430 -0.35239 1.12347
C 0.96909 -8.15366 -6.01026
C 12.48047 -6.52178 5.11588
C 0.52746 6.23640 10.74795
C 7.81809 -5.92085 3.87602
C 1.76961 5.19746 7.23336
C -7.57370 6.85632 -7.65741
C 10.15302 -8.83306 2.96600
C 0.20733 -6.03068 -7.03709
C -3.80277 7.97017 -8.35281
C 1.08984 -7.94114 -8.48986
C 0.55085 -5.11201 -5.82729
C -5.89512 5.30854 -8.77663
C -7.03905 4.88605 -6.50019
C 0.84347 4.96111 8.44152
C -7.72093 -2.63955 0.56214
C -8.11848 -2.51124 2.02139
C -0.60854 4.72496 7.94330
C 2.87273 -6.32325 -8.66100
C -6.52364 -0.89426 3.41554
C 1.86152 -7.12887 -9.54849
C 6.15604 0.58354 -2.77342
C -4.11335 8.84152 -6.01324
C -7.26581 -1.29100 0.02490
C -9.03228 -0.42181 3.25827
C 9.13286 -7.70919 2.83728
C -4.78731 8.08973 -7.21897
C 2.71721 -6.92132 -7.29196
C 8.73851 -7.09572 4.17226
C 1.25266 7.34949 11.53338
C -6.36593 -1.71109 4.70292
C -1.00008 6.28902 10.96050
C 1.35717 3.77284 9.24532
C -5.19060 -1.33102 5.58412
C -6.09254 8.87008 -7.59718
C 1.05229 4.88718 11.40930
C -6.39375 5.87445 -7.46419
C 11.27937 -7.49138 4.91947
C 6.45000 3.47979 -0.57933
C 6.78923 2.97936 -1.97009
H -6.39045 0.16855 3.61753
H -9.87315 -0.68154 2.61518
H -7.33719 -1.60211 5.18551
H 1.16163 -4.26972 -6.15225
H -0.77893 -6.49385 -7.00762
H -8.44324 6.50747 -8.21447
H -8.59780 -3.04106 0.05421
H 2.61733 -5.26704 -8.57559
H -6.75402 4.88613 -9.29814
H 13.38949 -7.12176 5.15841
H -7.95356 4.38279 -6.81404
H -7.85169 8.77572 -8.78230
H -5.22711 4.48523 -8.52361
H 7.95548 -7.74394 6.14050
H -8.75057 0.62994 3.20763
H 6.85760 2.73630 0.10563
H 1.00016 8.27109 11.00898
H -1.15110 6.27464 12.03988
H -5.69285 -1.13337 2.75167
H -5.00088 -1.90929 6.48840
H 8.64806 -9.01117 5.22242
H 2.43392 3.92995 9.30892
H 0.90510 7.48453 12.55762
H 10.76180 -9.46110 5.88280
H -5.83031 9.82080 -8.06137
H 1.24175 2.76523 10.98258
H 8.21116 -5.21307 3.14621
H 0.56745 4.78429 12.38011
H 3.88903 -6.49338 -9.01638
H 12.04343 -8.53735 6.70824
H -9.20105 -2.53972 2.14515
H -6.47330 -2.79056 4.59644
H -7.77695 -1.14366 -0.92649
H -6.93077 -3.36845 0.38203
H -1.51405 7.13804 10.50985
H -4.24985 7.66594 -9.29920
H -6.63816 9.12326 -6.68816
H -1.08596 5.65440 7.63295
H -1.32240 4.36614 8.68475
H -3.02873 7.23157 -8.14445
H 2.74738 5.54922 7.56251
H -1.08069 -3.50809 -5.69898
H -8.05563 7.27574 -6.77427
H -6.19246 -1.21516 -0.14905
H -6.54353 7.94127 -9.42247
H 8.25717 -8.07779 2.30304
H -5.38391 -0.30708 5.90390
H -9.06495 -0.88682 4.24357
H 9.56348 -6.94126 2.19467
H 2.36328 -7.87950 -10.15914
H -0.62746 4.00470 7.12541
H -3.34868 8.22646 -5.53883
H 0.21768 -5.37681 -7.90913
H 3.25231 -7.84093 -7.05512
H 10.39698 -8.02698 6.85760
H 5.46016 2.50419 -3.51920
H 1.10557 -7.60665 -5.07738
H 2.13547 4.88388 11.53108
H 2.32392 7.15156 11.56977
H 4.84518 2.14328 -2.16515
H 7.48773 -5.34764 4.74227
H 1.45444 6.03841 6.61565
H -0.57018 -4.10257 -4.24471
H 6.96735 0.54755 -3.50046
H -0.32443 3.31971 10.52536
H 11.84280 -7.53377 2.90551
H 5.41271 3.75826 -0.39333
H 12.09679 -9.10531 3.68558
H 7.06758 4.37670 -0.53185
H 12.39405 -6.08980 6.11289
H 1.23212 -6.47389 -10.15095
H 1.60316 -9.03746 -6.08048
H 1.03685 -5.58919 -4.97629
H 6.84650 -6.26866 3.52509
H 0.08121 -8.16223 -8.83899
H -5.22369 5.91333 -9.38616
H 1.93344 4.37406 6.53818
H -6.28323 4.15428 -6.21497
H -7.24367 5.25504 -5.49516
H -1.53215 5.41424 10.58669
H -3.68216 9.76989 -6.38783
H -7.64381 -3.32596 2.56822
H 12.52202 -5.73493 4.36273
H 7.12269 -8.41996 4.70649
H -4.86986 9.04125 -5.25435
H -0.04394 -8.55116 -5.94817
H 1.31127 2.90686 8.58497
H -8.71656 0.11654 0.80867
H 5.31560 0.06385 -3.23349
H 3.15242 -6.26334 -6.53979
H 10.30415 -9.17028 1.94055
H 6.33595 0.27184 -1.74454
H -1.49883 -5.16112 -5.21181
H -3.27970 8.85674 -8.71125
H 1.78809 -8.77626 -8.43396
H 9.71332 -9.65986 3.52382
H -7.14939 0.50456 1.34847
H -4.27813 -1.39547 4.99138
```

Mulliken atomic charge list, values in e, 2 entries: S 0.994; S 1.056